Entry 1:
This record from the OMol25 dataset describes a 2-piece molecular cluster, C2H3BrClF overall in a non-equilibrium geometry. The level of theory is ωB97M-V/def2-TZVPD.

Cartesian coordinates (Å):
C 1.137 0.090 -0.117
C -1.027 -0.136 0.159
F -1.069 -0.243 1.448
Cl -1.274 -1.618 -0.702
Br -2.193 1.340 -0.347
H 1.559 1.057 0.088
H 1.578 -0.548 0.629
H 1.289 0.058 -1.158

Forces on atoms 1 to 6 (eV/Å):
C -2.9 1.3 1.0
C 4.5 1.4 -1.6
F -0.6 -0.7 1.7
Cl -0.5 -0.1 0.1
Br 0.5 -0.5 -0.2
H -0.7 1.0 0.7

E: -3211.971697 Ha
LUMO energy: 0.1022 eV
ΔE to the lowest compared entry with this formula, charge and spin: 2.680 eV
net charge: 0
gap between HOMO and LUMO: 9.7 eV

=====

Entry 2:
This record from the OMol25 dataset describes a 2-piece molecular cluster, C3H9O2 overall in a non-equilibrium geometry. The level of theory is ωB97M-V/def2-TZVPD.

Cartesian coordinates (Å):
C -0.317 0.027 -0.421
O 0.737 0.906 -0.505
C 0.156 -1.311 0.187
C -0.498 -2.580 -0.332
H -0.698 -0.276 -1.429
H -1.263 0.318 0.049
H 0.367 -1.250 1.262
H 1.221 -1.340 -0.106
H 0.265 -3.330 -0.098
H -0.483 -2.587 -1.436
H -1.566 -2.659 -0.138
H -0.257 3.339 0.355
H 0.568 1.778 0.068
O 0.017 2.742 1.057

Forces on atoms 1 to 6 (eV/Å):
C -0.5 -1.6 -0.5
O 0.0 0.4 -0.3
C 1.5 0.8 -0.4
C 0.9 0.7 -1.0
H 0.4 0.2 -0.1
H 0.4 0.8 0.6

E: -270.157595 Ha
LUMO energy: 3.9343 eV
ΔE to the lowest compared entry with this formula, charge and spin: 0.766 eV
net charge: -1
gap between HOMO and LUMO: 7.3 eV

=====

Entry 3:
This record from the OMol25 dataset describes C26H27IrN4OPS2Te as an isolated structure. The level of theory is ωB97M-V/def2-TZVPD.

Cartesian coordinates (Å):
Ir -0.796 -0.968 0.061
S -2.793 -3.132 -0.158
C -1.421 -2.954 0.862
S 0.263 -3.013 0.418
C -1.745 -3.073 2.307
C -2.282 -4.325 2.773
N -2.655 -5.285 3.284
C -1.573 -2.087 3.207
N -1.913 -2.349 4.563
N -0.950 -1.444 -1.993
C -0.475 -0.434 -2.945
C -0.847 -0.497 -4.276
C -0.401 0.491 -5.144
C 0.406 1.525 -4.683
C 0.787 1.568 -3.351
C 0.342 0.582 -2.475
P 0.872 0.428 -0.759
C 2.475 -0.408 -0.837
C 3.055 -0.738 -2.059
C 4.255 -1.438 -2.092
C 4.878 -1.815 -0.913
C 4.300 -1.496 0.310
C 3.103 -0.804 0.346
C 1.129 2.096 -0.117
C 2.390 2.575 0.234
C 2.529 3.870 0.715
C 1.420 4.691 0.837
C 0.162 4.223 0.474
C 0.013 2.931 0.001
H -1.935 -1.639 -2.165
H -0.477 -2.341 -2.134
H -1.479 -1.300 -4.635
H -0.689 0.455 -6.186
H 0.741 2.293 -5.365
H 1.425 2.364 -2.988
H 2.587 -0.449 -2.991
H 4.702 -1.685 -3.045
H 5.812 -2.358 -0.944
H 4.785 -1.788 1.232
H 2.658 -0.558 1.301
H 3.268 1.957 0.111
H 3.511 4.241 0.978
H 1.534 5.703 1.203
H -0.699 4.873 0.551
H -0.963 2.565 -0.290
C -4.097 2.090 -0.578
C -3.490 0.790 -0.151
N -4.289 -0.165 0.305
O -2.247 0.654 -0.236
H -5.121 2.205 -0.231
H -4.090 2.128 -1.669
H -3.489 2.913 -0.210
H -5.287 -0.029 0.308
H -3.930 -1.110 0.433
C -1.914 -1.538 5.548
Te -0.754 -0.251 2.542
C 1.137 -0.709 3.402
H -1.630 -0.503 5.398
H -2.201 -3.319 4.743
H -2.209 -1.899 6.524
H 0.987 -0.902 4.463
H 1.775 0.166 3.292
H 1.546 -1.578 2.891

Forces on atoms 1 to 6 (eV/Å):
Ir 0.2 0.1 0.4
S 0.0 -0.2 0.0
C -0.4 0.1 -0.2
S 0.0 0.1 0.0
C 0.0 0.1 0.0
C 0.1 0.0 0.0

2S+1: 2
E: -2810.805776 Ha
<S²>: 0.764
LUMO energy (spin up / spin down): -7.3944 / -7.3798 eV
ΔE to the lowest compared entry with this formula, charge and spin: 1.232 eV
net charge: +2
gap between HOMO and LUMO (spin up / spin down): 5.1 / 6.4 eV

=====

Entry 4:
This record from the OMol25 dataset describes C12H24FO12Tl as an isolated structure in a non-equilibrium geometry. The level of theory is ωB97M-V/def2-TZVPD.

Cartesian coordinates (Å):
Tl -2.386 1.082 1.899
F 0.349 0.234 2.183
C -2.843 2.106 -2.888
O -1.488 2.361 -2.903
C -0.819 2.487 -1.685
O -1.322 2.312 -0.547
O 0.444 2.857 -1.836
C 1.339 2.639 -0.762
H -3.390 2.986 -2.548
H -3.131 1.273 -2.247
H -3.148 1.895 -3.913
H 1.508 3.576 -0.231
H 2.312 2.333 -1.144
H 1.122 1.820 -0.076
C -5.562 -3.256 2.981
O -4.220 -3.726 2.825
C -3.285 -2.979 2.433
O -3.376 -1.768 2.134
O -2.196 -3.706 2.637
C -0.945 -3.267 2.188
H -6.209 -3.487 2.135
H -5.607 -2.179 3.142
H -5.921 -3.776 3.869
H -0.941 -3.048 1.120
H -0.271 -4.117 2.295
H -0.541 -2.439 2.770
C 6.156 3.264 -0.660
O 5.432 2.076 -0.329
C 4.831 1.939 0.849
O 4.983 2.705 1.815
O 4.130 0.778 0.864
C 3.721 0.133 2.101
H 7.176 3.328 -0.281
H 5.681 4.144 -0.227
H 6.338 3.484 -1.712
H 4.534 0.001 2.815
H 3.216 -0.828 2.009
H 2.986 0.737 2.633
C -2.029 -1.299 -3.717
O -2.321 -1.042 -2.308
C -1.428 -1.148 -1.266
O -1.692 -0.982 -0.080
O -0.184 -1.375 -1.724
C 0.940 -1.123 -0.848
H -1.497 -0.396 -4.017
H -2.955 -1.463 -4.267
H -1.275 -2.084 -3.782
H 1.926 -1.069 -1.309
H 1.086 -1.830 -0.030
H 0.769 -0.165 -0.358

Forces on atoms 1 to 6 (eV/Å):
Tl 1.3 -1.1 -0.7
F -0.8 0.4 -0.2
C -2.3 0.0 0.3
O 4.0 0.5 2.7
C -1.9 -0.2 0.4
O 0.6 -0.1 -2.2

E: -1645.949774 Ha
LUMO energy: -13.8036 eV
ΔE to the lowest compared entry with this formula, charge and spin: 0.067 eV
net charge: +2
gap between HOMO and LUMO: 2.4 eV

=====

Entry 5:
This record from the OMol25 dataset describes H22KrO11 as an isolated structure. The level of theory is ωB97M-V/def2-TZVPD.

Cartesian coordinates (Å):
Kr 0.523 0.058 0.470
O -0.566 3.085 -0.446
H -1.480 2.988 -0.711
H -0.078 2.540 -1.063
O -0.186 -0.499 -3.134
H 0.608 -0.726 -3.619
H -0.887 -0.551 -3.783
O -1.770 -0.015 3.575
H -1.464 -0.904 3.755
H -2.093 -0.050 2.675
O 1.371 -3.328 1.191
H 0.590 -3.720 1.582
H 1.123 -3.151 0.284
O 1.913 -2.217 3.886
H 1.768 -2.569 3.007
H 2.267 -2.953 4.384
O 0.989 2.053 -2.610
H 1.307 2.269 -3.486
H 0.508 1.233 -2.724
O 3.255 2.288 -0.811
H 2.561 2.287 -1.471
H 3.978 2.762 -1.224
O -3.017 -0.252 1.228
H -2.766 -0.299 0.305
H -3.901 -0.620 1.255
O 0.301 -2.719 -1.586
H -0.603 -2.876 -1.311
H 0.232 -2.048 -2.264
O -2.451 -0.450 -1.442
H -1.582 -0.328 -1.824
H -2.574 -1.400 -1.425
O 0.529 3.566 2.732
H 1.390 3.148 2.756
H 0.205 3.397 1.847

Forces on atoms 1 to 6 (eV/Å):
Kr 0.1 0.0 0.1
O -0.1 0.2 0.4
H -0.3 0.0 0.1
H 0.3 0.1 -0.2
O 0.0 0.2 -0.1
H 0.5 0.0 -0.3

E: -3594.422372 Ha
LUMO energy: -1.0384 eV
ΔE to the lowest compared entry with this formula, charge and spin: 1.200 eV
net charge: 0
gap between HOMO and LUMO: 8.9 eV

=====

Entry 6:
This record from the OMol25 dataset describes C3H8N4 as an isolated structure. The level of theory is ωB97M-V/def2-TZVPD.

Cartesian coordinates (Å):
C -0.686 1.578 0.502
N -0.026 0.304 0.566
C 0.871 -0.195 -0.241
N 1.954 0.430 -0.779
C -0.808 -1.369 0.573
N 0.515 -1.471 -0.482
N -2.041 -1.452 0.277
H 2.458 -0.036 -1.515
H 2.009 1.432 -0.715
H 1.227 -2.195 -0.488
H -2.277 -0.926 -0.562
H -0.475 -1.911 1.456
H -0.320 2.347 1.189
H -0.653 1.996 -0.513
H -1.750 1.468 0.731

Forces on atoms 1 to 6 (eV/Å):
C 0.0 0.5 -0.4
N -0.4 -0.4 0.3
C 0.0 0.2 -0.3
N -0.3 -0.2 0.1
C 0.6 -0.4 -0.1
N -0.4 0.4 0.4

E: -338.052990 Ha
LUMO energy: 0.6252 eV
ΔE to the lowest compared entry with this formula, charge and spin: 2.743 eV
net charge: 0
gap between HOMO and LUMO: 8.8 eV

=====

Entry 7:
This record from the OMol25 dataset describes C6H7IO2 in the gas phase in a non-equilibrium geometry. The level of theory is ωB97M-V/def2-TZVPD.

Cartesian coordinates (Å):
C -0.872 1.775 -0.899
C -1.102 0.653 0.085
O -1.249 1.341 1.448
I -3.103 -0.226 -0.340
C 0.056 -0.357 0.071
C 0.895 -0.779 1.031
C 1.920 -1.605 0.385
C 1.598 -1.616 -0.901
O 0.499 -0.888 -1.117
H -1.692 2.390 -0.725
H -0.776 1.505 -1.986
H 0.079 2.160 -0.408
H -1.493 0.748 2.134
H 0.552 -0.858 2.088
H 2.646 -2.231 0.922
H 2.043 -2.010 -1.787

Forces on atoms 1 to 6 (eV/Å):
C 2.2 -1.1 0.7
C -0.2 -0.6 1.8
O 1.1 -0.1 -3.9
I 0.7 -0.1 0.1
C -0.3 0.1 -0.4
C -0.4 -1.5 1.6

E: -680.940440 Ha
LUMO energy: 0.1920 eV
ΔE to the lowest compared entry with this formula, charge and spin: 0.759 eV
net charge: 0
gap between HOMO and LUMO: 9.3 eV

=====

Entry 8:
This record from the OMol25 dataset describes C33H29CoN5O8S as an isolated structure in a non-equilibrium geometry. The level of theory is ωB97M-V/def2-TZVPD.

Cartesian coordinates (Å):
Co 0.394 -0.186 0.016
C 0.550 -0.634 4.402
C -0.757 -0.301 4.728
C -1.670 -0.104 3.708
C -1.268 -0.276 2.391
N 0.008 -0.571 2.086
C 0.886 -0.740 3.064
C -2.162 -0.174 1.223
C -3.541 -0.292 1.272
C -4.255 -0.279 0.087
C -3.572 -0.200 -1.115
C -2.192 -0.085 -1.099
N -1.520 -0.014 0.058
C -1.336 -0.045 -2.299
C -1.814 0.002 -3.604
C -0.918 -0.005 -4.655
C 0.442 -0.041 -4.382
C 0.843 -0.069 -3.058
N -0.016 -0.074 -2.050
H 1.290 -0.819 5.167
H -1.055 -0.207 5.763
H -2.687 0.187 3.935
H 1.901 -0.972 2.761
H -4.048 -0.421 2.218
H -5.333 -0.359 0.096
H -4.112 -0.229 -2.050
H -2.876 0.044 -3.794
H -1.271 0.017 -5.676
H 1.175 -0.045 -5.175
H 1.891 -0.090 -2.786
C 2.097 4.674 4.724
O 3.302 4.163 4.190
C 3.216 3.282 3.174
C 4.459 2.784 2.719
C 4.491 1.848 1.732
C 3.315 1.366 1.104
C 3.338 0.306 0.145
C 4.628 -0.315 -0.338
O 2.307 -0.180 -0.369
C 2.049 1.946 1.500
O 0.943 1.689 0.927
C 2.049 2.866 2.587
H 2.386 5.373 5.505
H 1.486 3.877 5.157
H 1.517 5.202 3.962
H 5.360 3.145 3.197
H 5.457 1.465 1.440
H 5.513 0.067 0.154
H 4.716 -0.132 -1.410
H 4.570 -1.393 -0.190
H 1.082 3.228 2.911
O -1.571 -4.939 2.795
S -1.795 -4.709 1.393
O -3.114 -4.985 0.891
N -1.318 -3.196 0.978
C -0.280 -3.228 0.175
O 0.325 -2.236 -0.301
C 0.197 -4.604 -0.185
C 1.262 -4.922 -1.008
C 1.555 -6.265 -1.201
C 0.794 -7.254 -0.585
C -0.278 -6.924 0.238
C -0.557 -5.587 0.424
H 1.835 -4.129 -1.472
H 2.384 -6.549 -1.837
H 1.042 -8.294 -0.750
H -0.871 -7.692 0.718
N 0.895 4.615 -0.445
C 0.082 4.796 -1.640
C -0.788 3.556 -1.935
O -1.452 3.470 -2.938
O -0.784 2.602 -1.015
H 0.522 5.097 0.359
H 1.860 4.878 -0.572
H -0.088 2.773 -0.328
H 0.706 4.968 -2.515
H -0.600 5.646 -1.563

Forces on atoms 1 to 6 (eV/Å):
Co 1.4 -0.3 0.4
C -0.2 0.0 0.2
C 0.3 -0.1 -0.1
C -0.3 0.0 -0.2
C 0.6 -0.1 0.5
N -0.4 0.0 0.5

2S+1: 4
E: -3931.709792 Ha
<S²>: 3.760
LUMO energy (spin up / spin down): -0.3119 / -0.3424 eV
ΔE to the lowest compared entry with this formula, charge and spin: 0.783 eV
net charge: 0
gap between HOMO and LUMO (spin up / spin down): 7.6 / 7.6 eV

=====

Entry 9:
This record from the OMol25 dataset describes C12H11Br3ClIO4Pd as an isolated structure in a non-equilibrium geometry. The level of theory is ωB97M-V/def2-TZVPD.

Cartesian coordinates (Å):
C -2.264 -1.009 -3.174
C -1.276 -0.567 -2.133
Br 0.402 -1.474 -2.421
C -1.443 0.327 -1.146
Br -3.185 0.992 -1.034
C -0.467 0.796 -0.089
C -0.807 2.234 0.432
C -0.606 3.334 -0.604
O -1.324 3.565 -1.505
Br 0.998 4.358 -0.281
C 0.962 0.932 -0.579
O 1.392 1.283 -1.617
O 1.825 0.525 0.440
C 1.146 -0.041 1.562
Cl 1.374 1.021 2.983
C 1.908 -1.360 1.878
C 3.335 -1.375 1.286
O 3.538 -2.211 0.380
I 4.803 -0.160 1.934
C -0.374 -0.109 1.185
C -1.056 -1.478 1.167
H -1.775 -1.508 -4.009
H -2.784 -0.138 -3.576
H -2.986 -1.708 -2.742
H -0.145 2.451 1.268
H -1.832 2.243 0.806
H 2.134 -1.440 2.949
H 1.345 -2.279 1.587
H -0.863 0.429 1.997
H -2.004 -1.409 0.632
H -1.295 -1.786 2.187
H -0.483 -2.301 0.721
Pd 1.807 -2.137 -0.483

Forces on atoms 1 to 6 (eV/Å):
C 0.1 0.0 -0.1
C -0.2 0.2 -0.1
Br -0.2 -0.3 0.5
C 0.3 -0.3 -0.3
Br -0.3 -0.1 0.1
C -0.2 0.4 0.3

E: -9371.845796 Ha
LUMO energy: -11.8974 eV
ΔE to the lowest compared entry with this formula, charge and spin: 0.000 eV
net charge: +2
gap between HOMO and LUMO: 3.7 eV

=====

Entry 10:
This record from the OMol25 dataset describes CH2CaLiO as an isolated structure. The level of theory is ωB97M-V/def2-TZVPD.

Cartesian coordinates (Å):
H 1.590 0.703 -1.977
O -0.453 0.251 0.461
C -0.284 -1.007 0.600
Li -1.064 -0.247 2.289
Ca 0.194 1.786 -1.006
H 0.017 -1.486 -0.367

Forces on the atoms, in the same order (eV/Å):
H -0.4 0.4 0.2
O -0.2 0.7 0.2
C -0.3 -0.6 0.0
Li 0.3 -0.3 -0.3
Ca 0.5 -0.4 -0.5
H 0.1 0.2 0.4

E: -799.377540 Ha
LUMO energy: -4.6982 eV
ΔE to the lowest compared entry with this formula, charge and spin: 0.000 eV
net charge: +1
gap between HOMO and LUMO: 7.5 eV

=====

Entry 11:
This record from the OMol25 dataset describes C22H25As2N2Pd as an isolated structure. The level of theory is ωB97M-V/def2-TZVPD.

Cartesian coordinates (Å):
Pd 0.211 0.684 -0.047
C 5.573 -1.733 0.232
C 4.262 -2.175 0.229
C 3.224 -1.258 0.153
C 3.475 0.098 0.077
C 4.798 0.544 0.089
C 5.832 -0.367 0.165
N 2.356 1.008 -0.004
N 2.691 2.195 -0.043
C 1.653 3.113 -0.070
C 2.008 4.455 -0.128
C 1.022 5.422 -0.186
C -0.306 5.031 -0.197
C -0.658 3.681 -0.135
C 0.311 2.694 -0.049
H 6.387 -2.443 0.287
H 4.042 -3.233 0.287
H 2.205 -1.602 0.165
H 4.998 1.603 0.031
H 6.853 -0.010 0.173
H 3.059 4.716 -0.133
H 1.283 6.470 -0.231
H -1.086 5.780 -0.252
H -1.705 3.437 -0.156
C -3.548 1.731 0.773
As -2.198 0.719 -0.178
C -2.560 1.181 -2.029
C -2.939 -1.070 -0.062
C -4.316 -1.280 -0.051
C -4.823 -2.570 -0.031
C -3.959 -3.657 -0.009
C -2.589 -3.451 -0.008
C -2.075 -2.158 -0.031
As -0.170 -1.820 0.057
C 0.555 -3.447 -0.711
C 0.104 -2.083 1.973
H -4.449 1.702 0.165
H -3.258 2.764 0.923
H -3.733 1.270 1.739
H -3.575 0.890 -2.290
H -1.851 0.656 -2.665
H -2.431 2.253 -2.168
H -5.005 -0.446 -0.072
H -5.894 -2.725 -0.037
H -4.354 -4.664 0.014
H -1.923 -4.304 0.023
H 0.555 -4.233 0.041
H 1.569 -3.283 -1.066
H -0.068 -3.737 -1.554
H -0.312 -3.035 2.297
H -0.406 -1.272 2.486
H 1.164 -2.040 2.213

Forces on atoms 1 to 6 (eV/Å):
Pd -0.3 -0.1 0.0
C 0.0 0.0 0.0
C 0.0 0.0 0.0
C -0.1 -0.1 0.1
C 0.1 -0.1 -0.1
C -0.2 0.2 -0.1

E: -5562.028665 Ha
LUMO energy: -3.6435 eV
ΔE to the lowest compared entry with this formula, charge and spin: 0.000 eV
net charge: +1
gap between HOMO and LUMO: 7.8 eV

=====

Entry 12:
This record from the OMol25 dataset describes a 5-piece molecular cluster, C5H20N10O5 overall in a non-equilibrium geometry. The level of theory is ωB97M-V/def2-TZVPD.

Cartesian coordinates (Å):
N -2.380 3.584 -0.512
C -3.261 2.840 0.200
N -3.147 1.515 0.003
O -3.968 3.357 1.067
H -2.241 4.524 -0.186
H -1.714 3.258 -1.191
H -2.591 1.211 -0.776
H -3.872 1.006 0.482
N 0.581 -1.245 0.195
C 0.888 0.078 0.011
N 1.858 0.450 0.890
O 0.388 0.764 -0.873
H -0.004 -1.692 -0.490
H 1.222 -1.817 0.723
H 2.140 -0.220 1.578
H 2.085 1.430 0.899
N 2.123 3.163 -1.407
C 1.670 4.395 -1.568
N 0.420 4.369 -2.175
O 2.091 5.499 -1.222
H 1.550 2.329 -1.393
H 3.038 3.029 -1.002
H 0.016 5.289 -2.279
H 0.414 3.980 -3.112
N 3.008 -2.639 1.556
C 4.181 -1.982 1.247
N 4.752 -1.424 2.345
O 4.707 -1.996 0.153
H 2.893 -3.089 2.449
H 2.511 -3.111 0.818
H 5.727 -1.214 2.216
H 4.203 -1.283 3.171
N -2.702 -3.662 -0.169
C -3.858 -4.115 -0.674
N -4.600 -4.861 0.187
O -3.958 -4.319 -1.893
H -2.516 -3.485 0.800
H -1.996 -3.507 -0.868
H -4.312 -5.098 1.114
H -5.347 -5.310 -0.318

Forces on atoms 1 to 6 (eV/Å):
N 0.3 1.0 -0.6
C 0.6 1.3 1.4
N -0.6 -0.3 0.1
O -0.1 -0.6 -0.6
H -0.1 0.0 -0.1
H 0.0 -0.3 0.2

E: -1126.433653 Ha
LUMO energy: -0.2113 eV
ΔE to the lowest compared entry with this formula, charge and spin: 1.840 eV
net charge: 0
gap between HOMO and LUMO: 9.2 eV